DFT (ωB97M-V/def2-TZVPD) results for C18H23N5O3Pt as an isolated structure in a non-equilibrium geometry.

XYZ file:
```
50
Properties=species:S:1:pos:R:3:lowdin_spin:R:1
C -7.2584 1.1766 0.1643 0.104
C -7.1308 1.9931 -0.9022 0.276
H -7.1108 1.6101 1.1402 0.017
H -7.4403 0.1007 0.1013 0.019
C -6.2639 2.4522 -1.9893 -0.013
C -4.8932 2.2478 -2.2355 0.483
H -4.0763 2.6299 -1.6098 0.023
H -4.7557 2.2091 -3.3358 0.025
C -8.6032 2.4076 -0.7625 0.042
H -9.0670 2.0266 0.1712 0.000
H -9.1467 1.9655 -1.6170 0.005
H -8.5733 3.5061 -0.7002 0.018
C -7.2072 3.0640 -3.0657 0.006
H -7.6514 4.0071 -2.6786 -0.005
H -8.0489 2.3744 -3.2912 -0.004
H -6.6345 3.2598 -3.9787 0.001
Pt 0.3351 -0.0725 -0.1648 0.017
O -1.5947 0.0188 -0.2816 0.068
C -2.2595 -1.0740 -0.5205 0.176
O 0.2229 -1.4076 -1.7701 0.004
C -0.8219 -1.7991 -2.2901 0.012
O -0.8383 -2.4429 -3.4507 0.006
N -2.0952 -1.6387 -1.7878 0.034
C -2.2546 -2.7725 -3.7912 0.001
C -3.1068 -1.9972 -2.8044 0.008
H -2.4026 -3.8505 -3.6400 0.000
H -2.3712 -2.4843 -4.8432 0.000
H -3.9417 -2.5377 -2.3403 0.001
H -3.4971 -1.0987 -3.3337 0.002
C -3.1034 -1.5295 0.5310 0.024
C -2.9239 -0.5904 1.6249 0.565
H -4.1652 -1.8901 0.3291 0.004
H -3.1072 0.2699 0.9417 0.027
H -3.8377 -0.4914 2.3766 0.037
N 4.0325 0.3666 1.3000 0.000
C 4.3687 -0.4872 0.2619 0.000
C 3.2796 -0.7943 -0.3979 0.000
N 2.2459 -0.1376 0.1912 0.004
C 2.6817 0.5786 1.2558 0.000
C 1.6580 1.2832 1.9625 0.000
N 0.4283 1.1184 1.4536 0.002
C -0.5146 1.8105 2.2194 0.006
C 0.2125 2.4475 3.2333 0.002
N 1.5462 2.0963 3.0441 0.001
H 4.6395 0.7862 1.9932 0.000
H 5.4039 -0.8126 0.0844 0.000
H 3.0716 -1.4407 -1.2817 0.000
H -1.5445 1.7973 2.0134 0.003
H -0.1327 3.0752 4.0018 0.000
H 2.3383 2.3973 3.6204 0.000
```

Calculated values
- Relative energy (zero: lowest compared OMol25 entry of this formula, charge and spin): 462.48 kJ/mol
- 2S+1: 3
- Total charge: +2
- E_HOMO (spin up / spin down): -11.917 / -12.867 eV
- Expectation value of S²: 2.097
- Maximum force: 5.62 eV Å⁻¹